Entry 1:
The following is a DFT calculation (the ωB97M-V functional and the def2-TZVPD basis) of C27H15ClF5I2N8O8TeV as an isolated structure.

Structure (XYZ):
```
68
Properties=species:S:1:pos:R:3:forces:R:3:mulliken_charge:R:1
V -1.296053 0.204119 -0.468718 0.4 1.5 -3.8 0.250
O -1.589338 -1.263987 -7.177335 0.7 0.5 0.4 -0.648
N -0.636955 -0.573579 -6.804065 -0.1 -0.4 -2.5 1.028
O 0.166764 -0.082199 -7.600275 -0.5 -0.3 0.3 -0.679
C -0.431700 -0.337680 -5.433587 1.8 1.4 2.0 -0.778
C 0.705465 0.413376 -5.092517 -1.4 -1.0 -1.5 -0.389
C 1.037812 0.700374 -3.773575 0.5 0.5 2.0 1.040
C 2.209790 1.372517 -3.323781 -1.0 -0.6 -0.9 -1.200
C 2.422547 1.518521 -1.977487 -0.1 -0.3 0.8 -1.355
C 1.476910 1.056014 -1.052913 0.5 0.1 -0.6 -0.278
N 0.351915 0.466890 -1.447838 1.0 0.8 0.1 1.430
C 0.151444 0.259503 -2.756268 -0.3 -0.4 -1.6 -0.489
C -1.000110 -0.505806 -3.079250 0.9 0.3 -0.8 0.542
N -1.720050 -0.911553 -2.008187 -0.5 -0.3 0.1 0.899
C -2.813722 -1.652748 -2.217366 -0.4 -0.4 -0.3 -0.605
C -3.182745 -2.045529 -3.492633 0.2 0.0 0.4 -1.189
C -2.450799 -1.653558 -4.602012 0.3 0.2 -0.1 -0.681
C -1.311981 -0.843711 -4.420822 -0.8 -0.5 0.3 0.891
H 1.333908 0.762919 -5.896989 0.0 0.0 0.0 0.604
H 2.921101 1.737453 -4.045929 0.1 0.1 -0.1 0.470
H 3.320399 1.988080 -1.603188 0.0 0.1 0.0 0.537
H 1.622404 1.165842 0.015246 -0.1 0.1 -0.1 0.266
H -3.405730 -1.911516 -1.346905 0.1 0.1 -0.1 0.664
H -4.057778 -2.663583 -3.614548 -0.1 0.0 0.0 0.458
H -2.755711 -1.951894 -5.589818 0.0 0.0 0.1 0.584
I 1.724720 -2.606780 -1.281949 -0.1 -0.4 -0.2 0.107
C 0.094945 -3.817124 -1.955041 0.0 -0.1 0.4 -0.660
I -1.298373 -4.234015 -0.387101 0.2 -0.1 -0.3 0.105
H 0.496704 -4.765401 -2.294630 0.0 0.1 0.0 0.516
H -0.419518 -3.294986 -2.753001 0.0 0.1 0.1 0.100
O -0.566811 4.701866 4.247358 -0.4 0.3 -0.1 -0.573
C 0.593143 4.147472 4.543639 0.3 -0.3 0.0 0.304
O 1.355638 4.639376 5.336461 -0.1 0.0 0.0 -0.599
C 0.914594 2.860199 3.864133 0.2 -0.3 0.0 -0.175
C 1.804704 1.891148 4.314893 -0.5 0.6 -0.1 0.085
Cl 2.784075 1.936809 5.691980 0.2 0.0 0.2 -0.149
N 1.805761 0.870360 3.417876 -0.2 0.8 0.4 -0.010
N 1.008547 1.149271 2.394665 -0.4 0.2 -0.7 0.005
C 0.450386 2.325149 2.639372 0.7 -0.4 0.5 0.120
C -0.602072 2.774221 1.722098 0.4 0.3 1.9 1.527
O -1.543854 3.462473 2.092199 0.6 0.2 0.4 -0.885
O -0.529807 2.317578 0.532090 -0.3 -0.7 -1.0 -0.248
C 2.406530 -0.403676 3.482992 0.3 -0.7 0.0 0.630
C 2.750075 -1.030514 2.290989 0.1 0.2 0.2 0.312
C 3.303105 -2.295708 2.322077 0.0 0.0 0.0 -0.853
C 3.483594 -2.947605 3.530790 0.0 0.0 0.1 -0.560
C 3.119219 -2.325048 4.713715 0.0 -0.1 0.0 -0.860
C 2.574863 -1.053818 4.698881 0.0 0.2 -0.1 -0.520
H -1.087858 4.249963 3.534546 0.3 -0.1 0.2 0.527
H 2.577191 -0.526453 1.354057 0.0 0.1 -0.1 0.333
H 3.582047 -2.772077 1.394389 0.0 -0.1 0.0 0.335
H 3.894543 -3.945188 3.548743 0.1 -0.1 0.0 0.403
H 3.234428 -2.836980 5.657700 0.0 0.0 0.0 0.359
H 2.278691 -0.576265 5.618541 -0.1 -0.1 0.0 0.423
O -0.676012 -0.733052 0.676061 2.3 -4.7 5.4 0.602
N -0.533969 -1.240515 1.827168 0.3 -0.9 2.0 -0.452
C -1.631756 -1.704991 2.430619 0.7 0.9 -1.5 0.673
C -1.529257 -2.260348 3.708552 0.2 -0.3 0.8 -0.270
N -1.472870 -2.718570 4.762272 0.0 -0.1 0.1 -0.587
C -2.855366 -1.684570 1.734658 -0.6 0.0 -0.4 -0.056
N -3.749372 -1.674785 1.007082 -0.1 -0.1 0.1 -0.557
F -2.548191 1.259179 1.524425 0.5 0.0 -0.7 -0.582
Te -2.478781 2.651287 -0.084578 -3.6 6.6 -1.3 1.186
F -3.973926 3.206360 1.037160 1.0 -0.5 -0.6 -0.363
F -1.299947 2.847998 -1.731506 -0.3 -0.4 0.8 -0.508
F -1.988585 4.541188 -0.112478 -0.2 -1.2 0.5 -0.410
F -3.780167 3.344459 -1.364603 0.6 -0.8 0.5 -0.411
O -2.738798 1.023852 -0.876534 -3.4 0.2 -1.4 -0.736
```
Forces are in eV/Å.

Results
highest occupied orbital energy (alpha / beta)	-3.71 / -4.04	eV
gap between HOMO and LUMO (alpha / beta)	3.78 / 4.17	eV
spin multiplicity	2
charge	-1
relative energy (zero: lowest compared OMol25 entry of this formula, charge and spin)	789.0	kJ/mol
expectation value of S²	0.8743

Entry 2:
The following is a DFT calculation (the ωB97M-V functional and the def2-TZVPD basis) of C27H17F6FeN6O8S2 as an isolated structure.

Structure (XYZ):
```
67
Properties=species:S:1:pos:R:3:forces:R:3:mulliken_charge:R:1
Fe 0.431426 -0.837153 0.363008 -0.4 -0.1 -0.2 -0.327
F 2.863254 -3.047848 2.654692 -0.2 0.0 0.0 -0.232
C 1.951211 -2.565953 3.511853 0.2 -0.1 0.2 0.630
F 2.393479 -2.697644 4.740518 0.0 -0.1 -0.1 -0.202
F 0.830662 -3.265240 3.354382 -0.1 0.1 0.0 -0.196
S 1.647981 -0.753959 3.182408 -0.4 -0.3 0.1 0.808
O 0.429777 -0.828335 2.285749 0.2 0.0 -0.2 -0.610
O 1.369172 -0.187840 4.449724 -0.2 0.1 -0.1 -0.616
N 2.870854 -0.140752 2.502315 0.4 0.0 -0.6 -0.390
S 3.452533 -0.413300 0.996415 -0.7 1.3 2.3 0.690
O 2.362381 -1.208900 0.354064 0.7 -0.8 -0.9 -0.486
O 3.749763 0.830912 0.354886 0.1 -0.3 -0.3 -0.637
C 5.330139 -0.924012 1.809615 -1.8 -0.4 -1.8 0.778
F 6.161474 -1.030339 0.828463 0.3 0.1 0.1 -0.131
F 5.403909 0.167259 2.470869 1.0 0.2 0.6 -0.106
F 5.205027 -2.003612 2.498856 0.3 0.0 0.4 -0.118
O 0.804805 5.512483 -2.469594 0.0 0.0 0.0 -0.583
N 0.974140 4.636941 -3.290799 0.0 0.0 0.0 1.041
O 1.169837 4.800318 -4.467535 0.0 0.0 0.0 -0.580
C 0.894571 3.231040 -2.807621 0.0 0.0 0.0 -0.521
C 0.718930 2.292559 -3.758500 0.0 -0.1 0.1 -0.792
C 0.563843 0.914458 -3.394713 0.0 0.1 -0.1 0.943
C 0.420534 -0.125644 -4.328405 0.0 0.0 0.0 -0.532
C 0.269854 -1.414277 -3.876972 0.0 0.0 0.1 -1.183
C 0.238121 -1.655277 -2.501386 -0.1 0.0 -0.1 -0.145
N 0.376322 -0.685671 -1.609263 0.0 0.0 0.3 0.648
C 0.553310 0.585406 -2.043286 0.0 0.0 0.0 -0.402
C 0.752762 1.587814 -1.045681 0.0 0.0 0.0 0.183
N 0.742560 1.143623 0.235739 0.1 -0.2 0.0 1.704
C 0.992181 2.005390 1.205930 0.0 0.1 0.0 -0.405
C 1.289448 3.344093 0.945934 0.0 -0.1 0.0 -1.621
C 1.278907 3.812217 -0.342436 0.0 0.0 0.0 -0.924
C 0.968017 2.922467 -1.395543 0.0 0.0 -0.1 0.754
H 0.683479 2.589823 -4.797821 0.0 0.0 0.0 0.634
H 0.434084 0.093056 -5.388550 0.0 0.0 0.0 0.537
H 0.166486 -2.244263 -4.560402 0.0 0.0 0.0 0.490
H 0.092709 -2.657236 -2.123660 0.0 0.0 0.0 0.565
H 0.948899 1.644217 2.222962 0.0 0.0 0.0 0.657
H 1.520704 3.998697 1.773694 0.0 0.0 0.0 0.569
H 1.499363 4.846136 -0.551065 0.0 0.0 0.0 0.655
O -5.253765 4.546469 0.265276 0.1 -0.1 0.0 -0.445
C -5.553921 3.247581 0.091522 -0.1 0.3 0.0 0.531
O -6.677036 2.897345 -0.105195 0.1 -0.1 0.0 -0.491
C -4.419811 2.255079 0.155793 0.0 -0.2 0.0 0.817
C -4.623441 1.044611 -0.501258 0.0 0.0 0.0 -1.094
C -3.671267 0.044692 -0.432891 0.0 0.2 -0.1 -0.493
C -2.515940 0.254980 0.314928 0.2 -0.2 -0.1 -0.280
C -2.289071 1.457774 0.962874 -0.2 0.0 0.1 -0.023
C -3.252894 2.453404 0.884099 0.0 0.0 0.0 -1.240
N -1.583084 -0.837664 0.440607 0.2 0.1 0.2 0.628
C -2.060429 -1.982928 0.756217 0.3 -0.1 0.2 -0.283
C -1.157383 -3.135694 0.760243 -0.2 0.3 0.0 0.319
C -1.559455 -4.419367 1.055045 0.2 -0.1 -0.1 -0.887
C -0.615521 -5.440215 0.934537 -0.1 0.1 0.0 -0.605
C 0.662785 -5.123984 0.517063 0.1 0.0 -0.1 -0.883
C 0.997450 -3.796493 0.265826 0.0 -0.1 0.1 -0.448
N 0.103628 -2.823050 0.399608 0.1 0.3 0.0 1.130
H -4.302427 4.684004 0.341519 0.0 0.1 0.0 0.299
H -5.539057 0.903779 -1.059532 0.0 0.0 0.0 0.477
H -3.818952 -0.881006 -0.974274 0.0 0.0 0.0 0.596
H -1.422331 1.597514 1.587887 0.0 -0.1 0.0 0.493
H -3.095610 3.367237 1.444664 0.0 0.0 0.0 0.437
H -3.104009 -2.108714 1.030798 0.0 0.0 -0.1 0.712
H -2.576198 -4.621515 1.361909 0.0 0.0 0.0 0.560
H -0.887512 -6.462066 1.160956 0.0 0.0 0.0 0.490
H 1.414362 -5.889481 0.386133 0.0 0.0 0.0 0.501
H 1.993952 -3.503972 -0.033166 0.0 0.0 0.0 0.636
```
Forces are in eV/Å.

Results
highest occupied orbital energy (alpha / beta)	-14.77 / -14.77	eV
gap between HOMO and LUMO (alpha / beta)	7.39 / 7.10	eV
spin multiplicity	2
charge	+2
expectation value of S²	0.7746

These records have largest force on an atom values of 7.7; 2.7 eV/Å, in the order they appear.
These records have DFT total energy values of -4844.72024; -4628.23529 Eh, in the order they appear.